# C4H10N2OS

A single C4H10N2OS molecule in a non-equilibrium geometry (wB97M-V/def2-TZVPD, the Open Molecules 2025 dataset).

XYZ file:
```
18
Properties=species:S:1:pos:R:3
S -2.743 -1.895 0.083
O 2.337 0.382 -0.907
N 0.178 0.888 -0.299
N 1.824 2.539 -0.656
C -1.795 -0.392 0.324
C 0.418 -1.463 0.668
C -0.369 -0.471 -0.218
C 1.473 1.200 -0.643
H 0.302 -1.238 1.721
H 2.733 2.610 -1.079
H -0.491 1.642 -0.296
H 0.166 -2.495 0.460
H 1.178 3.292 -0.609
H -1.817 -0.032 1.355
H -0.427 -0.966 -1.198
H 1.484 -1.345 0.530
H -2.330 0.406 -0.215
H -2.124 -2.662 0.979
```

Calculated values
**Lowest unoccupied orbital energy**: 0.0247 Eh
**Orbital gap**: 10.0 eV
**Total charge**: 0

=====

# C5H16NO

2 unconnected molecules or ions with the total composition C5H16NO in a non-equilibrium geometry (wB97M-V/def2-TZVPD, the Open Molecules 2025 dataset).

XYZ file:
```
23
Properties=species:S:1:pos:R:3
O -2.974 -2.650 0.403
N -0.154 1.994 0.680
C -0.565 1.743 -1.727
C 2.545 -1.137 0.429
C 1.213 -0.584 0.885
C 0.258 -0.230 -0.326
C 0.304 1.289 -0.566
H 0.585 -0.716 -1.221
H -1.577 1.324 -1.771
H 0.617 -1.259 1.554
H 2.461 -2.019 -0.276
H -1.117 1.884 0.996
H 3.158 -1.436 1.252
H 0.385 1.651 1.483
H 0.042 3.009 0.575
H -0.785 2.806 -1.623
H 1.383 1.475 -0.647
H -2.612 -3.459 0.788
H 1.348 0.162 1.698
H -0.209 1.416 -2.711
H -3.749 -2.960 -0.100
H 3.125 -0.494 -0.245
H -0.762 -0.459 -0.068
```

Calculated values
**Lowest unoccupied orbital energy**: -0.1243 Eh
**Orbital gap**: 10.9 eV
**Total charge**: +1

=====

# C5H36N2O13

14 unconnected molecules or ions with the total composition C5H36N2O13 in a non-equilibrium geometry (wB97M-V/def2-TZVPD, the Open Molecules 2025 dataset).

XYZ file:
```
56
Properties=species:S:1:pos:R:3
O 2.456 2.389 -0.517
O 0.044 1.520 3.232
O 0.147 3.701 -0.108
O 2.464 -0.680 2.757
O -2.403 -2.089 -2.032
O -1.682 2.922 1.596
O -3.256 -1.541 1.469
O -0.301 -1.681 -4.218
O 0.391 -3.418 1.416
O 3.483 0.164 0.550
O 3.448 -2.045 -1.000
O 1.021 -3.330 -1.245
O -1.663 -0.841 3.539
N -2.484 1.132 -1.912
N -0.257 1.861 -3.586
C -0.147 1.295 -2.293
C 1.327 -2.986 1.984
C -1.133 1.016 -1.437
C -0.921 0.698 0.060
C -0.235 -0.653 0.448
H -2.595 2.021 -2.363
H 2.628 -2.486 -1.284
H -0.338 -0.880 1.494
H -0.040 -0.780 -4.422
H -0.739 0.972 3.394
H 3.719 -0.568 -0.024
H -2.219 -1.140 -2.208
H -0.244 1.491 0.508
H -0.770 -1.552 -0.028
H 2.931 3.094 -0.013
H -2.426 -1.207 3.106
H 3.060 -0.169 3.268
H 0.918 1.200 -2.051
H -1.984 0.889 0.449
H -2.556 3.301 1.883
H 2.398 -2.957 1.537
H -3.144 1.004 -1.175
H 0.866 1.024 3.198
H -1.218 2.350 2.173
H -3.805 -1.062 0.848
H 0.465 -2.840 -1.931
H 1.343 -2.741 3.052
H -1.008 2.397 -3.896
H 2.864 -0.420 1.877
H 3.408 0.990 0.109
H 3.986 -1.956 -1.763
H -2.637 -2.100 0.988
H -1.892 -0.224 4.197
H -3.284 -2.422 -2.031
H 0.819 -0.561 0.302
H 0.602 -3.384 -0.410
H 0.018 4.658 -0.018
H 0.634 2.214 -3.831
H -1.121 -1.597 -3.675
H -0.501 3.242 0.522
H 1.564 2.765 -0.485
```

Calculated values
**Lowest unoccupied orbital energy**: 0.0003 Eh
**Orbital gap**: 7.4 eV
**Total charge**: 0

=====

# C72H168O36

12 unconnected molecules or ions with the total composition C72H168O36 in a non-equilibrium geometry (wB97M-V/def2-TZVPD, the Open Molecules 2025 dataset).

XYZ file:
```
276
Properties=species:S:1:pos:R:3
O -3.651 -1.064 -1.623
O 1.629 2.131 -2.347
O -3.745 1.517 -4.592
O 7.298 -0.945 2.613
O -2.591 -3.732 -0.760
O -0.672 -0.433 1.664
O 0.152 -1.855 -4.257
O -4.812 6.641 -1.611
O -5.743 5.911 -4.377
O -3.492 -3.171 3.859
O 9.715 -0.041 4.409
O 0.252 2.012 0.285
O 2.696 0.261 7.013
O -0.187 -3.012 7.091
O -2.325 3.913 -4.963
O 3.530 0.182 9.844
O -4.301 3.291 1.582
O 3.787 4.205 -11.028
O -0.311 -4.693 -4.593
O 3.036 -3.053 -1.534
O -1.669 -5.453 7.001
O 4.182 3.618 -8.006
O -5.210 5.983 2.366
O 4.101 0.772 -5.716
O -1.711 -6.146 0.839
O 3.106 -5.943 -0.437
O 6.217 0.357 0.229
O 1.551 -3.540 4.455
O 6.009 -5.858 0.114
O -7.118 8.972 1.845
O -1.995 -6.943 -4.213
O -6.199 0.665 -6.164
O -1.787 5.819 -1.212
O -2.404 2.007 5.277
O 2.873 0.320 4.030
O -3.302 -0.652 5.197
C -0.657 -2.480 -5.229
C -4.743 0.641 -4.255
C 2.445 -3.332 3.380
C -1.051 4.448 -5.274
C -0.012 -3.759 -5.611
C 4.286 -0.562 10.793
C 3.852 1.442 -6.936
C 9.837 -1.410 4.357
C -3.247 0.115 6.378
C 5.043 3.359 -9.119
C 0.025 -6.000 -4.915
C 5.247 0.786 -0.691
C 1.861 0.158 8.129
C -6.111 8.030 1.598
C 4.503 2.816 -6.906
C 3.496 -0.483 -5.663
C -2.086 1.023 6.281
C -4.455 -2.135 3.882
C -1.827 -2.620 -1.072
C -0.167 2.653 -0.890
C 5.106 -4.834 0.489
C -6.106 6.477 -2.077
C 5.967 -6.887 1.065
C 2.318 -4.191 -1.858
C -5.232 4.811 3.158
C -3.565 -3.769 2.573
C -1.952 -4.918 -1.209
C -5.532 1.246 -7.280
C 2.816 2.561 -3.004
C -2.977 5.723 -0.414
C -1.494 -4.716 5.833
C 1.788 -2.843 5.621
C -0.780 -6.679 1.770
C 9.201 0.530 3.219
C 1.058 -3.489 6.782
C 3.051 1.360 4.933
C -1.283 2.857 5.072
C 3.648 5.357 -11.872
C -5.304 -0.100 -5.398
C -6.386 5.498 -3.200
C -3.428 2.390 -3.515
C -3.216 2.462 1.357
C -2.678 -7.956 -3.548
C -2.527 -1.361 -0.750
C 2.119 1.214 6.125
C -0.410 -0.623 -3.876
C 7.522 -1.304 1.272
C -1.554 -6.831 6.691
C 7.741 0.310 3.009
C -1.022 -5.480 -0.180
C -0.593 -6.985 -3.973
C -1.204 -3.298 6.190
C -5.930 4.941 -5.349
C -1.730 7.027 -1.980
C 3.107 -5.430 -1.733
C 4.006 0.221 3.169
C 2.580 -0.639 9.196
C -0.869 -1.022 2.940
C -4.244 5.408 -1.165
C 4.945 4.359 -10.258
C -7.052 10.097 0.973
C 0.921 3.223 -1.755
C -4.826 -1.708 -1.271
C -4.101 3.894 2.868
C -2.157 3.050 -3.833
C 3.630 -5.195 0.627
C 0.758 0.713 0.165
C 2.195 -1.941 -1.419
C -6.395 6.836 2.444
C 6.361 -1.045 0.315
C -4.407 -1.514 5.241
C 0.665 -0.021 1.454
H -5.023 -1.526 -0.210
H -7.180 6.266 1.970
H -1.965 1.493 7.265
H 3.130 -4.215 0.770
H 5.065 1.845 -0.540
H -0.589 2.303 4.429
H 5.578 2.786 -6.641
H -3.719 -7.930 -3.894
H -3.291 2.191 0.294
H -6.732 6.102 -1.231
H -0.283 -8.033 -4.131
H 1.124 -6.159 -4.937
H -6.777 7.104 3.447
H -1.556 -7.367 7.640
H 3.298 3.356 -2.415
H -1.658 -2.673 -4.832
H 3.020 -1.513 8.712
H 0.909 0.639 2.280
H 0.828 -0.247 7.919
H 4.822 0.225 11.316
H 0.194 0.127 -0.567
H 0.602 3.831 -2.591
H -0.428 -6.577 -2.974
H 3.454 -5.854 1.473
H 10.280 -1.748 5.307
H -2.640 -7.813 -2.467
H 1.930 2.183 6.609
H 2.779 1.625 -6.941
H 2.883 -1.105 -1.344
H 7.237 0.530 3.969
H -2.713 -4.473 2.468
H 4.937 -7.189 1.193
H 2.035 -4.211 -2.911
H 6.021 3.399 -8.674
H 2.797 2.331 4.503
H -6.327 1.793 -7.753
H -1.838 7.894 -1.307
H -2.102 -2.854 6.601
H -7.456 5.566 -3.368
H -0.866 1.959 -1.386
H -3.322 1.805 -2.579
H 5.310 -4.463 1.503
H 1.802 0.715 -0.132
H 3.717 -0.406 2.356
H -2.736 4.944 0.312
H -0.783 3.098 6.008
H -0.320 3.649 -5.502
H -3.940 3.126 3.660
H -1.208 -0.770 -3.163
H 4.209 0.823 -7.757
H 8.423 -0.909 0.809
H -4.477 -4.361 2.491
H -5.304 -0.931 5.413
H -4.355 -0.111 -3.564
H -3.036 6.653 0.145
H -1.432 -4.626 -2.132
H -0.804 -0.164 -4.808
H -1.219 5.128 -6.111
H -0.547 -7.023 6.289
H -6.982 4.894 -5.681
H 2.835 -2.930 5.922
H -3.518 -2.953 1.829
H -6.138 4.440 -2.958
H -5.255 5.131 -6.186
H 3.905 -0.903 -4.742
H -0.238 -7.471 1.263
H -0.044 -5.917 2.071
H -0.710 3.537 -0.506
H -4.141 4.723 -2.019
H 4.930 -1.257 10.247
H -2.767 -5.630 -1.421
H 1.509 -1.778 5.564
H 5.240 -4.047 -0.242
H -3.253 1.621 2.043
H -7.148 9.874 -0.105
H -1.204 0.448 6.028
H 4.830 -0.232 3.775
H -5.959 -0.884 -5.017
H 4.406 1.180 2.803
H 1.832 -0.980 9.900
H -5.490 1.237 -3.740
H 7.340 1.104 2.333
H 3.651 -1.138 11.476
H -0.369 -2.009 2.995
H -1.835 3.703 -3.012
H -1.405 -7.108 2.566
H -2.249 -4.792 5.073
H 5.413 -1.501 0.636
H -0.438 -4.707 0.292
H 4.305 0.289 -0.378
H -4.720 -2.783 -1.437
H 3.436 1.675 -3.229
H -0.374 -4.183 -6.531
H -5.659 -1.227 -1.781
H -0.394 -6.198 -0.708
H -6.119 7.737 0.537
H 6.548 -1.486 -0.686
H 5.508 0.627 -1.757
H 4.042 3.305 -6.050
H -5.160 8.478 1.863
H 9.387 1.592 3.300
H 0.384 -0.002 -3.448
H -6.480 7.428 -2.462
H -2.851 -1.412 0.286
H 6.430 -6.577 2.000
H -4.203 3.175 -3.492
H 1.441 -1.839 -2.203
H -2.201 -8.888 -3.800
H -0.393 -6.262 -5.915
H -0.724 7.096 -2.426
H -0.745 -1.847 -6.111
H 2.596 -2.242 3.276
H 4.540 5.457 -12.517
H -0.447 -0.402 3.737
H 7.653 -2.425 1.244
H 1.388 -4.229 -1.274
H -5.470 -2.498 3.637
H 2.700 -6.264 -2.322
H -0.564 5.004 -4.460
H 1.112 -4.590 6.639
H -1.913 -1.208 3.140
H 1.342 -0.876 1.460
H -4.945 4.958 -0.469
H -4.511 -0.503 -6.081
H 4.763 2.380 -9.508
H -7.864 10.775 1.265
H -2.533 6.996 -2.729
H 10.521 -1.710 3.558
H 3.410 -3.820 3.550
H -0.597 -5.144 5.306
H 2.793 5.168 -12.506
H -1.616 3.776 4.593
H 1.055 -3.604 -5.653
H -2.296 -7.198 5.978
H -1.330 2.408 -4.116
H -1.745 -0.600 -0.856
H -3.205 4.525 2.933
H -2.273 2.985 1.519
H -5.042 0.515 -7.935
H 1.612 1.169 8.493
H -3.112 -0.535 7.256
H 5.036 5.354 -9.801
H 2.520 3.070 -3.937
H -5.733 3.949 -4.891
H -4.793 1.948 -6.887
H -4.266 -2.315 5.977
H 6.493 -7.702 0.584
H 1.975 -3.742 2.491
H -0.923 -2.750 5.282
H 3.676 6.292 -11.280
H 2.409 -0.373 -5.592
H 9.746 0.178 2.303
H 1.099 0.842 5.819
H -4.201 0.662 6.416
H -1.609 -2.646 -2.137
H 4.077 1.338 5.291
H 1.529 3.787 -1.044
H -0.928 -2.646 -0.456
H -6.192 4.315 2.901
H 5.834 4.205 -10.871
H -4.200 -1.317 3.214
H 1.717 -2.038 -0.449
H 3.785 -1.010 -6.566
H -6.115 10.565 1.190
H -5.311 5.020 4.225
H 8.837 -1.870 4.241
H 4.143 -5.207 -2.037
H 1.710 -3.287 7.655
```

Calculated values
**Lowest unoccupied orbital energy**: 0.0211 Eh
**Orbital gap**: 9.7 eV
**Total charge**: 0

=====

# C5H10N2

A single C5H10N2 molecule in a non-equilibrium geometry (wB97M-V/def2-TZVPD, the Open Molecules 2025 dataset).

XYZ file:
```
17
Properties=species:S:1:pos:R:3
N -0.915 -0.421 1.250
N -0.092 -1.206 0.535
C 0.840 -0.573 -0.203
C 1.368 -1.303 -1.392
C -1.656 0.481 0.540
C 1.305 0.832 0.000
C -2.509 1.335 1.114
H 2.446 -1.143 -1.506
H 1.171 -2.373 -1.317
H 0.159 -2.080 0.993
H -1.673 0.362 -0.550
H 2.403 0.850 -0.034
H -3.166 1.944 0.531
H -2.512 1.482 2.182
H 0.893 -0.933 -2.306
H 0.955 1.501 -0.789
H 0.983 1.244 0.952
```

Calculated values
**Lowest unoccupied orbital energy (spin up / spin down)**: 0.0062 / 0.0198 Eh
**Orbital gap (spin up / spin down)**: 6.9 / 7.7 eV
**Total charge**: 0

=====

# C19H26N3O2

A molecular structure, C19H26N3O2 in a non-equilibrium geometry (wB97M-V/def2-TZVPD, the Open Molecules 2025 dataset).

XYZ file:
```
50
Properties=species:S:1:pos:R:3
O 2.906 -1.151 1.551
O 0.795 -1.135 -0.301
N 2.492 1.120 -0.085
N -1.949 2.665 -0.120
N 0.155 1.374 0.239
C 0.781 1.883 1.545
C 2.351 1.711 1.012
C -0.428 -2.076 0.051
C -1.213 -1.748 -1.037
C 3.620 -0.041 -0.408
C -3.277 2.738 -0.210
C -4.120 1.943 0.765
C 3.253 -1.335 0.143
C -1.184 -0.756 -2.074
C 1.947 -1.799 -0.720
C -1.224 1.713 0.299
C -1.602 -3.796 0.872
C -2.054 0.707 1.297
C 2.120 1.856 -1.142
C -2.373 -2.390 -0.909
C -3.374 0.902 1.295
C -0.516 -2.975 0.952
C 0.553 2.309 -0.832
C -2.612 -3.440 0.108
H -3.255 -2.440 -1.542
H -3.848 0.091 1.802
H -0.031 2.056 -1.831
H -1.560 -1.116 -3.187
H -0.069 -0.598 -2.259
H -5.059 1.793 0.677
H 2.894 2.711 0.941
H -1.976 0.194 -1.924
H 2.749 2.887 -1.362
H 0.554 1.479 2.274
H 1.760 -2.824 -0.202
H 0.599 3.439 -0.651
H 4.352 0.593 0.382
H 3.868 0.154 -1.330
H -3.627 3.750 -0.664
H 2.033 -1.705 -1.670
H 0.395 0.495 0.064
H 4.149 -2.022 0.118
H 2.823 1.149 2.190
H -3.424 -4.039 0.215
H 0.311 -3.184 1.614
H 0.575 2.884 1.670
H 2.110 1.304 -2.271
H 1.925 -1.053 1.564
H -1.473 0.008 1.352
H -1.826 -4.288 1.741
```

Calculated values
**Lowest unoccupied orbital energy**: -0.1164 Eh
**Orbital gap**: 8.4 eV
**Total charge**: +1

=====

# C7H11BrF3NO2

2 unconnected molecules or ions with the total composition C7H11BrF3NO2 in a non-equilibrium geometry (wB97M-V/def2-TZVPD, the Open Molecules 2025 dataset).

XYZ file:
```
25
Properties=species:S:1:pos:R:3
Br -0.943 1.526 -2.104
F -2.420 -1.414 -0.855
F -2.087 -3.354 -0.245
F -1.332 -1.845 1.042
O 0.701 -1.317 -0.473
O -0.017 2.324 0.713
N -1.149 -2.998 -3.134
C -0.451 -2.214 -2.489
C 0.960 1.912 -0.096
C -0.116 -2.280 -0.935
C 0.828 1.885 3.022
C 0.791 1.461 -1.324
C 0.396 2.906 1.932
C -1.470 -2.193 -0.254
H 0.295 2.003 3.925
H -1.595 -3.737 -2.621
H 0.529 0.817 2.814
H -0.220 -1.354 -3.029
H 1.824 1.842 3.329
H 0.868 -0.566 -1.229
H -0.483 3.519 2.248
H 1.365 3.481 1.866
H 1.599 1.115 -1.961
H 1.911 1.821 0.530
H 0.217 -3.339 -0.673
```

Calculated values
**Lowest unoccupied orbital energy**: 0.0248 Eh
**Orbital gap**: 9.8 eV
**Total charge**: 0

=====

# C6H7F4P

A single C6H7F4P molecule in a non-equilibrium geometry (wB97M-V/def2-TZVPD, the Open Molecules 2025 dataset).

XYZ file:
```
18
Properties=species:S:1:pos:R:3
P -0.084 2.204 -0.679
F -2.442 0.864 -0.812
F -0.510 1.446 1.642
F -2.006 -2.259 -0.615
F -2.598 -0.377 0.919
C 1.995 -0.167 0.993
C -1.671 0.026 -0.026
C -1.195 -1.100 -0.836
C 0.631 -0.330 0.387
C -0.373 0.702 0.454
C 0.209 -1.282 -0.417
H 0.646 -2.229 -0.710
H 2.282 -1.115 1.593
H 1.817 0.773 1.661
H 0.492 1.277 -1.513
H 2.734 0.087 0.260
H -1.154 -0.889 -1.995
H 1.229 2.368 -0.306
```

Calculated values
**Lowest unoccupied orbital energy**: 0.0158 Eh
**Orbital gap**: 10.3 eV
**Total charge**: 0

=====

The ΔE to the lowest compared entry with this formula, charge and spin results, record by record, are as follows: 1.31 28.09 121.34 0.00 78.47 390.01 0.00 0.00 kcal/mol.